{
  "formula": "C3H11N3",
  "method": "ωB97M-V with the def2-TZVPD basis set",
  "spin_multiplicity": 1,
  "fmax_ev_per_a": 0.4,
  "relative_energy_kcal_mol": 37.1,
  "smiles": "CNCN.C=N",
  "molar_mass_g_mol": 89.1,
  "homo_lumo_gap_ev": 10.093,
  "elements": ["C", "N", "C", "N", "H", "H", "H", "H", "H", "H", "H", "H", "C", "N", "H", "H", "H"],
  "positions_angstrom": [[1.0260, -1.2684, 0.6208], [1.9230, -0.1224, 0.5964], [1.3210, 1.0601, -0.0195], [1.2325, 1.0153, -1.4540], [1.4739, -2.0678, 1.2129], [0.0367, -1.0336, 1.0454], [0.8591, -1.6311, -0.3926], [2.1715, 0.1107, 1.5518], [1.9504, 1.9082, 0.2595], [0.3244, 1.2736, 0.3889], [2.1411, 0.8042, -1.8482], [0.5803, 0.3187, -1.7909], [-3.3753, -0.1993, 0.0081], [-2.4109, 0.2298, -0.6789], [-4.3189, -0.4112, -0.4924], [-3.3384, -0.3888, 1.0817], [-1.5964, 0.4021, -0.0890]],
  "atomic_forces_ev_per_a": [[-0.015, 0.072, 0.025], [-0.188, 0.041, 0.164], [0.337, 0.076, 0.150], [-0.004, -0.001, -0.146], [-0.060, -0.011, -0.121], [0.007, -0.012, 0.062], [0.058, -0.104, -0.019], [0.097, -0.001, -0.069], [-0.010, 0.001, -0.046], [-0.141, -0.071, -0.051], [-0.004, -0.009, 0.001], [-0.070, 0.042, 0.070], [-0.188, -0.114, -0.049], [0.159, 0.114, -0.057], [-0.015, -0.032, 0.015], [0.018, 0.047, 0.087], [0.020, -0.037, -0.016]]
}

{
  "formula": "C3H11N3O",
  "method": "ωB97M-V with the def2-TZVPD basis set",
  "spin_multiplicity": 1,
  "fmax_ev_per_a": 2.5,
  "relative_energy_kcal_mol": 30.8,
  "smiles": "CNC=O.NCN",
  "molar_mass_g_mol": 105.1,
  "homo_lumo_gap_ev": 9.942,
  "elements": ["C", "N", "N", "H", "H", "H", "H", "H", "H", "C", "N", "C", "O", "H", "H", "H", "H", "H"],
  "positions_angstrom": [[1.0513, -1.0357, 0.6510], [0.8622, -2.1354, -0.2557], [2.3776, -0.5539, 0.3861], [1.5052, -2.8743, 0.0274], [2.3633, 0.0455, -0.4376], [1.1954, -1.8449, -1.1699], [2.6836, 0.0425, 1.1551], [0.9798, -1.3949, 1.6838], [0.1578, -0.2839, 0.5849], [-2.3038, 1.2924, 0.4330], [-1.4574, 0.5841, -0.5017], [-0.3016, 1.1815, -1.0456], [0.2244, 2.1977, -0.6241], [-1.8779, -0.1695, -1.0335], [0.1049, 0.5812, -1.8748], [-3.1457, 1.7305, -0.1076], [-2.6683, 0.5677, 1.1652], [-1.7509, 2.0696, 0.9641]],
  "atomic_forces_ev_per_a": [[-1.505, 0.530, 0.376], [-0.959, -0.884, -0.222], [0.736, 1.460, 0.788], [-0.174, 0.153, -0.151], [0.085, -0.023, 0.127], [-0.117, -0.077, -0.028], [0.122, 0.022, -0.247], [0.255, -0.136, -0.147], [2.011, -1.399, -0.055], [-0.206, -0.305, 0.122], [1.442, 1.212, -1.301], [-1.347, -0.052, 0.979], [-0.530, -0.938, -0.391], [0.281, 0.181, 0.152], [0.050, 0.049, -0.011], [-0.059, 0.150, 0.275], [-0.132, 0.195, 0.017], [0.045, -0.139, -0.282]]
}

{
  "formula": "C3H11N3O",
  "method": "ωB97M-V with the def2-TZVPD basis set",
  "spin_multiplicity": 1,
  "fmax_ev_per_a": 3.9,
  "relative_energy_kcal_mol": 85.3,
  "molar_mass_g_mol": 105.1,
  "homo_lumo_gap_ev": 9.565,
  "elements": ["C", "N", "C", "N", "O", "H", "H", "H", "H", "H", "H", "C", "N", "H", "H", "H", "H", "H"],
  "positions_angstrom": [[0.7551, -2.1413, -1.3326], [0.3697, 0.1257, -0.4450], [0.2993, -1.2127, -0.2219], [0.8512, 0.7094, -1.6391], [-0.1005, -1.6296, 0.8604], [-1.4325, 0.8362, 0.3053], [0.2232, 0.5035, -2.4126], [1.7729, 0.3519, -1.8811], [0.2099, -1.9494, -2.2575], [0.5945, -3.1678, -1.0156], [1.8177, -2.0023, -1.5393], [-0.9363, 1.3237, 2.1620], [-1.7422, 1.4806, 1.0611], [-1.7400, 2.4200, 0.6798], [0.6318, 0.7624, 0.6236], [-0.9147, 0.2876, 2.4922], [0.3870, 1.2133, 1.6350], [-1.0461, 2.0887, 2.9253]],
  "atomic_forces_ev_per_a": [[-0.216, 0.040, 0.051], [0.920, 2.033, 2.160], [0.155, -0.573, 0.473], [0.164, -0.241, 0.102], [0.202, 0.117, -0.450], [-0.564, 0.535, 0.717], [0.022, 0.062, 0.254], [-0.100, 0.029, 0.046], [0.015, -0.048, -0.014], [-0.064, 0.041, 0.013], [-0.001, 0.070, 0.013], [3.036, -1.220, -1.142], [-0.812, -0.120, -1.590], [-0.036, -0.063, 0.156], [-0.958, -1.889, -3.305], [-0.332, 0.190, 0.432], [-1.886, 1.103, 2.157], [0.455, -0.066, -0.073]]
}

{
  "formula": "C3H11N3O",
  "method": "ωB97M-V with the def2-TZVPD basis set",
  "spin_multiplicity": 1,
  "fmax_ev_per_a": 0.6,
  "relative_energy_kcal_mol": 123.7,
  "molar_mass_g_mol": 105.1,
  "homo_lumo_gap_ev": [6.724, 6.687],
  "elements": ["C", "C", "C", "N", "N", "N", "O", "H", "H", "H", "H", "H", "H", "H", "H", "H", "H", "H"],
  "positions_angstrom": [[0.8076, 0.3328, 0.3053], [0.0654, -0.0573, -0.9264], [-1.4291, -0.1590, 1.3482], [2.0844, -0.2452, 0.4727], [0.2180, -1.4425, -1.2615], [-1.3493, 0.3165, -0.5800], [0.7377, 1.7595, 0.4797], [1.5101, 2.1737, 0.0523], [0.3279, 0.5642, -1.8002], [2.4583, -0.0731, 1.3958], [2.7891, 0.0090, -0.2278], [0.3228, -2.0161, -0.4354], [-0.5000, -1.8047, -1.8731], [-2.0498, -0.0193, -1.2479], [-1.4166, 1.3307, -0.5087], [-2.5126, -0.1805, 1.2653], [-1.0000, -1.1261, 1.5624], [-1.0639, 0.6374, 1.9792]],
  "atomic_forces_ev_per_a": [[-0.572, -0.106, 0.158], [0.007, 0.136, 0.023], [0.164, 0.142, -0.560], [0.211, 0.028, -0.132], [-0.025, 0.100, 0.045], [0.166, -0.156, 0.381], [0.133, -0.052, -0.167], [-0.116, -0.082, 0.058], [-0.046, -0.016, 0.009], [-0.022, -0.024, -0.048], [-0.088, 0.014, 0.099], [-0.011, 0.028, 0.004], [0.016, 0.024, 0.045], [0.086, 0.006, 0.104], [0.066, -0.062, -0.004], [0.018, 0.008, -0.013], [-0.002, 0.024, 0.007], [0.014, -0.013, -0.010]]
}

{
  "formula": "C3H11N3O",
  "method": "ωB97M-V with the def2-TZVPD basis set",
  "spin_multiplicity": 1,
  "fmax_ev_per_a": 2.8,
  "relative_energy_kcal_mol": 123.3,
  "molar_mass_g_mol": 105.1,
  "homo_lumo_gap_ev": 9.303,
  "elements": ["C", "N", "O", "H", "H", "H", "H", "H", "C", "C", "N", "N", "H", "H", "H", "H", "H", "H"],
  "positions_angstrom": [[-0.6925, 1.1569, 1.7209], [-1.6840, 0.0010, -0.4760], [-1.8440, -0.0083, 0.9064], [-2.3861, 0.6180, -0.8848], [-1.8494, -0.9431, -0.8274], [0.3340, 1.3684, 1.9996], [-1.3114, 1.0337, 2.6022], [-0.9741, 1.9934, 1.0912], [1.4659, 0.5677, -1.0977], [1.0063, -0.5901, -0.2619], [0.8325, -1.7782, -0.9415], [0.8884, -0.4630, 1.0081], [0.6404, -1.7301, -1.9294], [0.3528, -2.5202, -0.4550], [0.4840, -1.2739, 1.4678], [0.7306, 0.7849, -1.8755], [2.4224, 0.3358, -1.5711], [1.5840, 1.4470, -0.4758]],
  "atomic_forces_ev_per_a": [[-2.740, 0.625, -0.163], [0.095, 0.110, -0.292], [2.215, 1.121, 0.773], [-0.048, -0.129, 0.223], [0.002, 0.186, 0.273], [0.138, -1.347, -0.394], [-0.091, 0.376, 0.054], [-0.538, 0.054, 0.034], [0.087, -0.131, -0.127], [0.012, -0.231, 0.786], [-0.085, -0.102, -0.251], [0.762, -0.390, -0.901], [0.000, 0.016, 0.050], [0.051, 0.080, -0.018], [0.108, -0.238, -0.147], [0.047, -0.052, 0.038], [-0.018, 0.018, -0.023], [0.003, 0.035, 0.084]]
}

{
  "formula": "C3H11N3O2",
  "method": "ωB97M-V with the def2-TZVPD basis set",
  "spin_multiplicity": 1,
  "fmax_ev_per_a": 2.6,
  "relative_energy_kcal_mol": 84.2,
  "molar_mass_g_mol": 121.1,
  "homo_lumo_gap_ev": 8.923,
  "elements": ["C", "C", "N", "O", "H", "H", "H", "H", "H", "H", "H", "C", "N", "N", "O", "H", "H", "H", "H"],
  "positions_angstrom": [[1.1403, -1.5970, 0.4006], [0.8677, 1.4824, 0.9816], [0.6612, 0.3710, 0.0562], [1.8115, -2.2764, -0.5326], [1.1711, -2.5381, -1.2162], [1.2092, 0.5341, -0.7854], [0.2120, -2.0098, 0.7742], [1.8007, -1.2913, 1.2026], [0.3847, 1.2507, 1.9322], [1.9347, 1.6360, 1.1572], [0.4235, 2.4061, 0.5920], [-0.9016, -0.0270, -0.5330], [-1.3078, 1.0995, -1.3546], [-1.6930, -0.0735, 0.6733], [-0.7672, -1.1912, -1.1143], [-2.4123, -0.7791, 0.5869], [-1.8181, 0.8487, 1.0752], [-2.1439, 0.8479, -1.8712], [-0.5729, 1.3070, -2.0247]],
  "atomic_forces_ev_per_a": [[0.672, 1.259, 1.446], [-0.048, -0.419, 0.334], [-0.636, -2.215, -1.193], [-0.739, 1.097, -0.175], [-0.199, 0.064, 0.049], [-0.003, -0.121, -0.052], [-0.314, 0.548, -0.556], [0.281, -0.089, -0.077], [0.053, 0.001, -0.021], [-0.063, 0.067, 0.037], [0.068, -0.173, -0.095], [0.110, -1.796, -0.022], [0.771, 0.918, 0.137], [1.260, -0.069, -0.173], [0.006, 1.122, 0.209], [-0.156, 0.614, 0.315], [-0.953, -0.523, -0.099], [0.130, -0.137, 0.108], [-0.241, -0.145, -0.172]]
}

{
  "formula": "C3H11N3O3",
  "method": "ωB97M-V with the def2-TZVPD basis set",
  "spin_multiplicity": 1,
  "fmax_ev_per_a": 2.1,
  "relative_energy_kcal_mol": 0.0,
  "smiles": "NC(N)(O)CC(N)(O)O",
  "molar_mass_g_mol": 137.1,
  "homo_lumo_gap_ev": 10.433,
  "elements": ["C", "C", "C", "N", "N", "N", "O", "O", "O", "H", "H", "H", "H", "H", "H", "H", "H", "H", "H", "H"],
  "positions_angstrom": [[0.8697, 0.5662, 0.6488], [-0.9480, -0.7171, -0.6619], [0.4211, -0.0266, -0.7544], [-0.1723, 1.5006, 1.1105], [2.1184, 1.2694, 0.4940], [-0.7989, -2.1265, -0.8769], [1.0046, -0.4378, 1.6218], [-1.6399, -0.5541, 0.5116], [-1.6359, -0.0591, -1.7979], [0.2278, -1.0151, 1.5781], [-1.4017, 0.3776, 0.8957], [-2.5839, -0.2136, -1.6996], [0.0619, 1.8411, 2.0387], [-0.2111, 2.2931, 0.4793], [2.5024, 1.4866, 1.4092], [2.7950, 0.6885, 0.0133], [-0.5241, -2.3113, -1.8336], [-1.6678, -2.6088, -0.6777], [1.1742, -0.7564, -1.0426], [0.4085, 0.8031, -1.4565]],
  "atomic_forces_ev_per_a": [[-0.159, -0.184, -1.038], [-0.085, 0.593, -1.718], [0.730, 0.679, 1.897], [0.000, 0.038, -0.001], [-0.035, -0.086, -0.076], [-0.082, -0.186, 0.240], [0.069, -0.107, 0.070], [-0.048, 0.957, 0.554], [-0.141, -0.344, 0.808], [-0.023, 0.040, 0.002], [-0.182, -1.157, -0.654], [0.025, -0.132, 0.070], [0.014, -0.062, -0.060], [0.031, 0.047, 0.024], [-0.035, -0.022, -0.033], [0.005, -0.051, 0.041], [-0.031, 0.032, 0.034], [-0.015, 0.041, -0.031], [0.062, 0.027, -0.062], [-0.101, -0.124, -0.067]]
}